[1]
# C41H46MnN3O2SSbSi2

C41H46MnN3O2SSbSi2 as an isolated structure in a non-equilibrium geometry (ωB97M-V/def2-TZVPD, the Open Molecules 2025 dataset).

Computed properties:
**Energy relative to the best compared isomer or geometry (same formula, charge and spin)**: 55.5 kcal/mol
**Multiplicity**: 5
**DFT total energy**: -4272.85988 a.u.
**Net charge**: +1

Structure (XYZ):
```
97
Properties=species:S:1:pos:R:3:forces:R:3
Sb 0.909830 0.158399 -2.067416 0.51 0.06 -0.80
Mn 1.165428 -1.576423 0.414171 -1.22 0.08 0.22
S 2.471758 -0.330250 2.056150 -0.22 0.37 0.98
Si -1.496769 -3.925655 0.367647 0.05 0.45 0.03
Si 1.764341 -4.322389 0.402963 -0.02 -0.11 0.18
O -4.133791 2.958198 6.804460 -0.03 -0.08 0.11
O 2.700882 -0.512780 0.510344 0.72 0.27 -0.96
N -0.370941 -0.089494 1.258717 0.01 0.09 -0.21
N -1.668701 5.144482 2.358058 0.35 0.27 -0.08
N -0.647322 4.732801 1.789574 -0.51 0.67 -0.57
C 3.828084 1.110760 -1.747588 -0.03 -0.05 0.00
C -0.890040 4.181142 -2.370420 -0.06 0.02 0.02
C 1.368741 3.553682 2.317031 -0.37 0.22 0.07
C 0.216363 -3.300192 0.895119 0.43 -0.81 -0.21
C 1.560793 -6.188873 0.295611 0.02 0.24 -0.07
C -0.363459 -2.651090 -5.188470 -0.01 -0.03 0.01
C 5.774663 0.202471 -2.825179 -0.02 -0.03 -0.01
C -1.653315 -5.723076 -0.175391 0.17 0.17 0.10
C 0.074360 4.930040 -3.028265 0.03 -0.02 -0.01
C 0.324894 -0.705577 -3.943144 -0.10 0.15 0.48
C 0.537662 2.242736 -2.468988 -0.01 -0.38 0.25
C 4.969233 -0.655137 -3.557466 0.05 -0.01 -0.03
C 3.016443 0.233660 -2.463555 -0.24 -0.10 0.05
C 2.319341 -3.657919 -1.304974 -0.08 -0.08 0.47
C -2.062261 -2.857937 -1.111939 -0.12 -0.25 0.26
C -1.927676 2.219053 1.148493 -0.15 -0.17 0.00
C -3.569899 3.534099 5.735868 0.11 0.15 -0.22
C 3.591698 -0.644363 -3.373816 -0.05 -0.05 0.02
C 1.501924 2.994918 -3.131752 0.04 -0.02 -0.04
C -4.237163 4.367310 4.837510 -0.18 -0.07 0.18
C -3.559278 4.886298 3.752268 0.23 0.00 -0.22
C -2.475161 0.987395 0.902762 -0.11 0.23 0.03
C 0.037192 3.541678 1.942866 0.39 -0.68 0.50
C -1.539665 3.779905 4.462159 -0.01 0.15 -0.23
C -2.220657 4.573114 3.519348 -0.13 -0.54 0.39
C -0.584208 2.308031 1.553670 0.19 -0.02 0.19
C 1.268647 4.334953 -3.408860 -0.03 0.04 0.00
C -1.655823 -0.142864 0.973268 0.18 -0.12 0.05
C 0.269628 0.056582 -5.103516 0.00 0.03 -0.08
C 1.509517 1.160499 2.065514 0.47 -0.29 0.02
C -0.008489 -2.055342 -3.985824 0.06 -0.01 -0.02
C -2.204700 3.273994 5.549706 -0.06 -0.07 0.11
C 0.171472 1.110135 1.609585 -0.26 0.26 0.08
C 2.085114 2.361961 2.409721 -0.01 -0.24 -0.06
C 3.135042 -3.952261 1.657171 -0.18 -0.06 -0.26
C 5.201558 1.091571 -1.924255 0.06 0.04 0.01
C -5.510856 3.203702 7.063444 -0.03 0.05 0.01
C -0.407945 -1.890607 -6.347603 0.00 0.00 0.00
C -0.099698 -0.537922 -6.302069 0.00 0.02 -0.03
C -2.575642 -3.721494 1.908543 0.04 0.01 -0.31
C -0.657935 2.842696 -2.088867 -0.06 -0.07 0.04
H 4.079982 -4.397541 1.338595 -0.01 -0.01 -0.03
H -4.065512 5.531291 3.045712 0.02 0.04 0.03
H -0.154305 0.056949 -7.204707 0.03 0.01 0.01
H 2.887539 -4.364117 2.637477 -0.06 0.01 0.00
H 2.025889 4.913999 -3.921493 -0.01 0.00 -0.01
H -1.162326 -5.914344 -1.131395 -0.01 0.01 0.01
H 2.542217 -6.660006 0.204871 0.03 0.06 0.01
H 3.312314 -2.883374 1.784693 0.09 0.00 0.03
H 2.174472 -2.572005 -1.419597 0.15 0.01 -0.24
H -0.104530 5.974544 -3.246547 0.00 0.00 0.01
H -5.769848 2.580784 7.913402 0.01 0.01 0.01
H -0.615727 -3.703624 -5.213628 0.00 0.00 -0.03
H 0.204718 -3.265923 1.995421 -0.02 -0.03 0.00
H -0.479729 3.602449 4.365903 0.04 -0.06 -0.02
H 0.001817 -2.652699 -3.081013 0.03 0.01 -0.03
H -5.274943 4.625982 4.991047 0.02 -0.02 -0.04
H -1.420484 2.268063 -1.575616 0.00 0.00 -0.03
H -5.676485 4.253022 7.316016 0.00 -0.01 -0.02
H 6.848428 0.176434 -2.956806 0.00 0.04 -0.01
H 5.414179 -1.329509 -4.278123 -0.02 -0.03 0.02
H 0.507295 1.113835 -5.083042 0.00 -0.01 0.02
H -0.687554 -2.346154 -7.288442 -0.02 -0.02 0.02
H -1.339660 -2.064971 -1.310766 -0.06 0.05 -0.05
H 0.970400 -6.479250 -0.573128 0.01 -0.03 0.05
H 1.768852 -4.139800 -2.114480 -0.11 0.07 0.00
H -2.488940 -2.726083 2.349032 -0.02 -0.01 0.01
H -2.526203 3.113706 1.039250 0.01 0.03 0.05
H 3.110425 2.382710 2.757704 0.00 -0.01 -0.03
H -1.825753 4.639651 -2.076306 0.01 0.00 0.01
H -3.516720 0.881945 0.634173 0.01 -0.03 -0.01
H -6.131344 2.926617 6.208986 0.02 -0.02 0.00
H -2.252728 -4.439902 2.665818 0.02 0.00 0.00
H -3.630111 -3.917627 1.702902 0.00 0.02 -0.01
H 3.383809 1.818546 -1.057131 0.04 -0.02 0.08
H 1.831042 4.492775 2.589610 -0.01 0.01 -0.04
H -1.693409 2.674095 6.291112 0.01 0.01 -0.01
H 1.081636 -6.589821 1.189593 0.00 0.01 0.00
H -3.038342 -2.392364 -0.954071 -0.01 -0.01 0.00
H -1.244973 -6.415502 0.561485 -0.03 0.00 -0.01
H -2.148563 -3.466783 -2.014544 0.02 0.02 0.00
H 2.969391 -1.326042 -3.943286 0.02 0.02 -0.03
H 5.830401 1.766921 -1.357580 -0.02 0.01 -0.02
H -2.712785 -5.960618 -0.298065 -0.02 0.07 -0.01
H -2.058174 -1.126844 0.775223 0.01 0.02 -0.11
H 3.383426 -3.837184 -1.466188 0.02 0.05 0.02
H 2.437718 2.543164 -3.434407 -0.02 0.03 -0.01
```
Forces are in eV/Å.


[2]
# C4H8OS

An isolated molecule of C4H8OS in a non-equilibrium geometry (ωB97M-V/def2-TZVPD, the Open Molecules 2025 dataset).

Computed properties:
**Energy relative to the best compared isomer or geometry (same formula, charge and spin)**: 32.0 kcal/mol
**Multiplicity**: 1
**DFT total energy**: -630.58389 a.u.
**SMILES string**: C[C@]1(CO)CS1

Structure (XYZ):
```
14
Properties=species:S:1:pos:R:3:forces:R:3
S 1.504711 -1.031175 -0.821303 0.47 -0.62 -0.68
O -1.842352 -0.984568 -0.562022 -1.76 -0.47 -1.17
C 0.221200 -0.019999 -0.150179 1.71 1.87 2.16
C 1.479198 -0.117391 0.735977 1.31 0.43 0.01
C -0.934744 -0.734254 0.409293 -0.50 -1.48 4.12
C -0.091991 1.371451 -0.723673 -0.78 -0.92 0.41
H -1.376931 -1.554396 -1.162606 -0.04 -0.55 -0.90
H 2.242046 0.738643 0.699036 -1.49 -1.16 0.20
H -1.514687 -0.252660 1.272707 1.01 0.30 -1.31
H 1.579418 -0.756827 1.668539 -0.62 0.91 -1.27
H -0.347175 1.991768 0.134523 0.26 0.25 0.13
H 0.793779 1.791112 -1.240278 -0.97 -0.22 -0.13
H -1.090362 1.265206 -1.233190 1.42 0.39 -0.41
H -0.622107 -1.706914 0.973176 0.00 1.27 -1.16
```
Forces are in eV/Å.